Record 1
This record from OMol25 describes a 2-piece molecular cluster, C4H12N2O2 overall. The level of theory is ωB97M-V/def2-TZVPD.

Geometry as XYZ:
```
20
Properties=species:S:1:pos:R:3:forces:R:3
C 1.344913 -0.904262 -0.268554 0.93 1.14 -0.78
N 1.850465 0.339918 0.379177 -2.57 -1.77 0.97
C 0.991429 0.680823 1.530063 0.50 -0.10 -0.65
O -1.164200 -1.642552 1.306279 0.86 0.39 0.62
C 0.089091 -0.704390 -1.140131 -0.70 0.70 -0.44
N -0.446359 0.684420 -1.251360 0.44 -0.77 -1.00
C -1.826613 0.793270 -0.774703 0.81 -1.78 0.16
O -1.846702 1.004172 0.615091 -0.28 -0.71 0.23
H 2.142180 -1.364104 -0.907074 -0.46 0.32 0.92
H 0.954052 -1.593545 0.531921 0.58 0.00 -0.05
H 2.773141 0.215834 0.704115 1.23 -0.31 0.17
H 0.300310 1.479696 1.270625 -0.41 -0.34 -0.07
H 1.600400 1.031811 2.384400 -0.29 -0.49 -0.31
H 0.321917 -0.279416 1.773580 0.50 1.00 -0.03
H 0.247031 -1.181724 -2.139960 -0.24 0.38 0.77
H -0.657990 -1.233068 -0.548985 -0.12 -0.27 -0.94
H -0.343846 1.050562 -2.214904 -0.15 -0.35 1.04
H -2.434182 -0.140269 -1.027794 0.57 1.05 0.19
H -2.212153 1.638266 -1.270118 -0.89 1.08 -0.35
H -1.682893 0.124560 1.048331 -0.32 0.82 -0.47
```
Positions in Å, forces in eV/Å.

Summary:
Gap between HOMO and LUMO: 5.08 eV
Relative energy (zero: lowest compared OMol25 entry of this formula, charge and spin): 219.6 kcal per mole


Record 2
This record from OMol25 describes a 2-piece molecular cluster, C4H12N2O2 overall. The level of theory is ωB97M-V/def2-TZVPD.

Geometry as XYZ:
```
20
Properties=species:S:1:pos:R:3:forces:R:3
N -1.071256 -2.963417 -0.326072 -0.07 2.49 0.59
C -0.646081 -1.790555 0.558411 -2.37 0.90 -0.71
C -1.096879 -0.459784 -0.219732 -1.42 -0.59 3.21
N -1.375977 0.704655 0.788239 0.24 -1.11 -6.03
C -0.191819 -0.058727 -1.343585 2.27 -2.87 0.39
C 0.278528 1.265334 -1.053410 1.31 0.62 -0.88
O 1.420290 1.518938 -0.800313 1.49 0.15 0.64
H -0.582677 -3.772182 -0.113094 1.07 -1.86 0.80
H -0.914066 -2.833040 -1.314040 0.19 0.54 -0.13
H 0.423817 -1.683004 0.927421 -1.20 -0.51 -0.57
H -1.419076 -1.797941 1.405467 1.64 -0.20 -0.73
H -2.045886 -0.708133 -0.695919 -0.25 -0.01 0.58
H -2.282464 0.905918 1.045060 -2.84 0.02 -0.53
H -0.986066 0.709024 1.623620 3.48 -0.69 4.39
H -0.751684 -0.106191 -2.264089 0.19 0.02 -0.53
H 0.763705 -0.778568 -1.332195 -2.07 1.50 -0.46
H -0.379887 2.061012 -1.166935 -1.72 1.59 -0.12
O 2.414349 1.853136 1.835381 -0.14 3.68 0.45
H 2.434947 0.955010 1.755814 0.19 -3.80 -0.24
H 2.130359 2.145234 0.963083 0.00 0.12 -0.12
```
Positions in Å, forces in eV/Å.

Summary:
Gap between HOMO and LUMO: 10.39 eV
Structure (SMILES): NC[C@@H](N)CC=O.O
Relative energy (zero: lowest compared OMol25 entry of this formula, charge and spin): 82.4 kcal per mole


| no. | maximum force (eV/Å) |
| --- | --- |
| 1 | 3.27 |
| 2 | 6.14 |